ORCA calculation (the ωB97M-V functional and the def2-TZVPD basis) on a 2-piece molecular cluster, HN3O3 overall in a non-equilibrium geometry.

HOMO energy in eV: -12.07
2S+1: 1
SMILES: O=[N+]([O-])O.N#N
LUMO level in eV: 0.342
Molecular weight in g mol⁻¹: 91.03

Structure (XYZ):
```
7
Properties=species:S:1:pos:R:3:forces:R:3:nbo_charge:R:1
N -1.75941 -0.89217 -0.35816 -1.72 0.04 0.41 -0.02
O 1.66382 0.12951 -0.56146 -0.21 -1.28 0.55 -0.52
O 0.04936 1.49375 -0.37916 -1.51 1.24 -0.37 -0.32
N 0.59011 0.62288 0.18456 1.81 0.39 -0.38 0.73
H 1.80838 -0.71873 -0.09443 0.47 0.25 -0.32 0.48
O 0.46870 0.18653 1.28748 -0.46 -0.52 0.55 -0.38
N -2.82096 -0.82178 -0.07884 1.62 -0.12 -0.44 0.02
```
Forces are in eV/Å.

ORCA calculation (the ωB97M-V functional and the def2-TZVPD basis) on C8H18CsN2O6S as an isolated structure.

Charge: +1
HOMO energy in eV: -12.78
2S+1: 1
LUMO level in eV: -2.393
Molecular weight in g mol⁻¹: 403.21

Structure (XYZ):
```
36
Properties=species:S:1:pos:R:3:forces:R:3:lowdin_charge:R:1
O 14.93827 21.76985 -14.10416 0.24 0.02 -0.14 -0.19
C 10.26087 23.68154 -13.63548 0.00 0.01 -0.13 0.02
H 14.39286 24.10616 -8.40214 -0.01 -0.11 0.00 0.09
O 12.87260 20.48862 -13.91898 -0.32 0.10 -0.01 -0.39
C 13.84637 23.43148 -15.31879 -0.05 0.10 -0.21 -0.13
C 17.31059 22.58068 -10.93718 0.71 -0.40 -0.02 0.02
O 14.38966 20.04401 -15.77399 0.48 -0.51 -0.48 -0.17
H 13.80376 23.24758 -13.17652 0.09 -0.16 0.02 0.13
C 10.10283 23.03872 -12.28316 0.35 -0.13 0.34 -0.54
N 8.84835 22.75150 -11.91139 -0.30 0.15 -0.06 0.02
H 10.26799 22.88959 -14.38814 0.09 0.04 -0.01 0.10
H 14.53422 23.70321 -16.11759 0.07 -0.11 0.03 0.14
O 11.07501 22.74260 -11.57826 -0.22 -0.07 -0.25 -0.14
C 15.20137 23.54331 -7.93104 -0.12 0.20 -0.08 -0.05
S 13.81406 20.95948 -14.88515 -0.10 0.33 0.42 0.57
H 8.84879 22.70607 -9.80505 0.13 -0.06 -0.08 0.09
H 15.37155 23.78131 -13.80461 0.20 -0.21 -0.06 0.14
C 14.52030 23.13628 -13.99800 -0.31 0.45 0.39 -0.16
N 16.28531 23.35027 -8.87822 0.05 -0.13 0.17 0.02
H 7.40584 22.10410 -10.58315 -0.02 -0.23 -0.06 0.09
Cs 12.73207 20.38032 -10.99409 0.12 0.13 0.15 1.14
H 14.79945 22.60350 -7.55824 0.08 -0.08 -0.03 0.09
H 11.20344 24.21971 -13.67011 0.04 -0.04 0.03 0.07
H 17.97305 23.44376 -10.88455 -0.25 0.18 0.01 0.09
C 16.15292 22.60549 -9.98775 -0.06 0.28 0.01 -0.55
H 17.19787 23.69609 -8.63798 -0.02 0.12 -0.11 0.14
H 17.95791 21.72341 -10.71913 -0.23 -0.05 0.00 0.10
H 8.10485 23.11062 -12.48498 -0.02 -0.08 -0.02 0.14
O 15.11368 22.00080 -10.24325 -0.36 -0.11 -0.03 -0.13
C 8.48900 22.11941 -10.65330 0.11 0.45 0.14 -0.05
H 13.08618 24.20222 -15.21970 -0.08 -0.09 -0.06 0.13
H 8.89591 21.11345 -10.58347 -0.08 -0.08 -0.03 0.08
H 15.56556 24.13476 -7.09619 0.07 -0.06 0.04 0.09
H 9.45823 24.37290 -13.88968 -0.06 -0.04 0.10 0.09
H 16.93014 22.44135 -11.94482 0.02 0.06 -0.04 0.07
O 13.20572 22.18517 -15.67232 -0.23 0.13 0.06 -0.17
```
Forces are in eV/Å.

ORCA calculation (the ωB97M-V functional and the def2-TZVPD basis) on an isolated ion of composition C4H9N3 and charge +2 in a non-equilibrium geometry.

Charge: +2
HOMO energy in eV: -19.85
2S+1: 1
SMILES: C=NC(=[NH2+])[N+](=C)C
LUMO level in eV: -9.831
Molecular weight in g mol⁻¹: 99.14

Structure (XYZ):
```
16
Properties=species:S:1:pos:R:3:forces:R:3:nbo_charge:R:1
H 0.01698 -2.07102 1.36907 0.15 0.37 -0.01 0.47
C -2.58893 0.33538 -0.86803 -0.35 -0.72 -1.49 0.17
C 1.75603 0.36207 0.96652 -1.25 -0.64 1.45 -0.43
H 0.98634 0.77935 1.68666 2.05 -0.40 0.25 0.26
H 0.56780 0.04242 -2.26641 -0.90 0.02 0.57 0.28
H -1.66369 -1.93731 1.06623 1.28 0.92 -0.09 0.48
N -0.71150 -1.49040 0.95758 -1.23 -6.25 3.94 -0.67
H -3.25203 1.20188 -0.69639 0.41 -0.41 0.24 0.27
C 1.03174 0.31620 -1.32004 2.54 0.26 -0.50 0.18
H 2.00001 0.80996 -1.40011 -0.14 0.10 -0.61 0.25
C -0.53271 -0.53541 0.20995 0.81 4.39 -3.29 0.65
N -1.51148 0.16266 -0.24180 -0.47 1.18 -0.12 -0.41
H 2.39314 -0.52015 1.21259 -1.10 0.30 0.52 0.28
H -2.86290 -0.37935 -1.70589 0.19 0.81 0.90 0.24
H 2.49772 1.04500 0.61961 0.02 1.05 -0.35 0.27
N 0.81722 0.01810 -0.10338 -2.01 -0.99 -1.40 -0.26
```
Forces are in eV/Å.

ORCA calculation (the ωB97M-V functional and the def2-TZVPD basis) on a 2-piece molecular cluster, C12H16BNO4PS overall in a non-equilibrium geometry.

Charge: +1
HOMO energy in eV: -11.56
2S+1: 1
LUMO level in eV: -4.648
Molecular weight in g mol⁻¹: 312.12

Structure (XYZ):
```
36
Properties=species:S:1:pos:R:3:forces:R:3:nbo_charge:R:1
C 2.38726 -4.43504 0.23728 -0.28 1.13 -0.72 -1.01
H 2.20822 -1.90029 -1.30781 -0.60 -0.05 0.08 0.44
N 1.21378 -1.74686 -1.11332 -1.55 0.05 0.36 -0.48
O -1.13422 1.10234 -0.78910 0.07 -1.07 -0.32 -0.68
O -2.33057 -4.95531 -1.30931 1.05 0.62 1.03 -1.07
C -0.99130 -2.66863 -0.50986 1.42 2.02 0.34 -0.45
C -0.62775 -0.18379 -0.82606 0.75 -0.76 -0.53 0.16
H -2.38337 5.72698 1.84008 0.05 -0.01 -0.02 0.22
H -0.98174 1.58340 -1.62452 -0.05 -0.25 0.32 0.52
B 1.17108 -4.29448 -0.82062 0.76 -1.27 0.09 0.97
C 0.40860 -2.84886 -0.81867 -1.59 0.83 0.02 0.02
C -1.27173 4.19906 0.82029 0.03 -0.03 -0.01 -0.21
H -1.54680 -4.92772 0.96362 0.15 0.87 0.08 -0.02
H 2.10935 4.04671 0.62804 -0.03 0.04 0.01 0.21
C 1.12456 4.41736 0.88950 -0.06 0.01 -0.02 -0.20
H 2.46438 -5.45789 0.67647 0.13 0.89 -0.46 0.28
H 2.26611 -3.63755 1.02496 0.22 -0.98 -0.49 0.23
H 1.88022 6.12706 1.94541 -0.05 -0.03 -0.01 0.22
C -0.00998 3.72608 0.48082 0.07 0.24 0.09 -0.24
H 3.32723 -4.14243 -0.32704 -0.68 -0.63 0.69 0.26
O -2.84408 -1.10916 -0.20827 1.86 0.81 -0.71 -0.60
H -2.15713 3.66060 0.50005 0.02 0.03 0.03 0.20
O 0.84851 -5.32908 -1.67846 -0.57 1.18 1.72 -0.86
C 0.76668 -0.43064 -1.12872 -0.59 -1.01 0.79 0.09
H 3.21721 0.39041 -1.27710 -1.14 -0.48 0.06 0.19
H 0.09014 2.82199 -0.10040 0.08 0.09 0.12 0.19
H -0.36528 6.96329 2.55690 0.01 -0.05 -0.03 0.22
H -3.03719 -0.15542 -0.35478 -0.13 -0.44 0.23 0.52
H -0.12102 -5.45738 -1.77779 0.25 0.26 -0.66 0.54
C -1.39977 5.36108 1.57080 0.01 0.00 -0.01 -0.21
C -1.54178 -1.29028 -0.51596 1.66 -1.02 -0.13 0.43
C 0.99616 5.58414 1.63226 0.01 -0.01 0.02 -0.21
S 1.94532 0.88630 -1.48377 -0.74 -0.01 0.07 0.10
P -2.07512 -4.11697 -0.07988 -1.56 -0.98 -2.53 1.45
C -0.26556 6.05498 1.97476 -0.01 -0.05 -0.03 -0.20
H -3.34042 -3.56403 0.31022 1.03 0.08 0.52 -0.01
```
Forces are in eV/Å.

ORCA calculation (the ωB97M-V functional and the def2-TZVPD basis) on a 2-piece molecular cluster, C5H14N2O overall in a non-equilibrium geometry.

HOMO energy in eV: -8.86
2S+1: 1
SMILES: NC[C@@H]1CCCN1.O
LUMO level in eV: 0.885
Molecular weight in g mol⁻¹: 118.18

Structure (XYZ):
```
22
Properties=species:S:1:pos:R:3:forces:R:3:nbo_charge:R:1
C -1.58259 0.02402 -0.15098 0.07 -0.69 -0.75 -0.43
H -0.93710 -1.95655 0.47912 0.87 1.06 -0.45 0.17
H 2.43107 2.81242 0.57830 0.36 -0.44 0.30 0.48
N 0.36167 -0.39331 1.19080 -0.53 -0.27 1.22 -0.64
N -0.42498 -2.23160 -1.93053 1.16 -2.32 0.09 -0.83
H -2.47902 -0.53530 0.19840 0.09 1.11 -0.58 0.21
H -1.55197 0.20773 -1.22810 -0.85 -0.10 0.04 0.23
H 3.45284 1.80512 -0.13524 -0.17 -0.02 0.60 0.48
C 0.45550 -1.36984 -1.07751 -2.10 -1.45 1.26 -0.24
H 0.22440 1.47478 2.33656 -0.71 -0.60 0.74 0.21
O 2.84655 2.54004 -0.24044 -0.13 0.48 -0.93 -0.95
C -0.00265 1.03289 1.37369 1.21 -0.01 -0.99 -0.24
H 0.14968 -0.90731 2.04499 0.16 0.23 -0.17 0.36
H 0.67559 -0.52438 -1.70411 0.80 0.44 0.09 0.20
H 0.23079 -2.90719 -2.38095 -0.70 0.85 -0.24 0.35
H -2.22467 1.67949 1.08455 0.56 -0.14 0.52 0.21
H 0.72458 1.58723 0.78144 0.31 -0.16 -0.17 0.17
C -0.45596 -0.99094 0.09706 0.50 0.27 1.51 -0.03
H 1.29484 -1.90166 -0.55477 -0.27 0.61 -1.09 0.19
H -0.95442 -2.93291 -1.34536 0.56 1.30 -0.37 0.34
H -0.93803 2.15699 -0.02976 -1.01 -0.46 -0.26 0.21
C -1.29612 1.33029 0.61287 -0.17 0.30 -0.39 -0.44
```
Forces are in eV/Å.

ORCA calculation (the ωB97M-V functional and the def2-TZVPD basis) on C10H12ClN as an isolated structure in a non-equilibrium geometry.

HOMO energy in eV: -9.39
2S+1: 1
LUMO level in eV: 0.114
Molecular weight in g mol⁻¹: 181.67

Structure (XYZ):
```
24
Properties=species:S:1:pos:R:3:forces:R:3:nbo_charge:R:1
C 1.37668 1.62898 -0.07006 0.34 -0.42 0.31 -0.45
N 0.63076 0.11484 1.40099 -1.18 -2.19 -0.10 -0.43
C 0.50735 0.38643 0.16847 0.63 1.23 1.87 0.36
H -0.64758 -1.84575 0.74994 0.09 -1.10 0.65 0.23
C -1.71664 -2.43435 -1.03420 0.23 -1.53 1.31 -0.20
C -0.42059 -0.40939 -0.65316 1.37 0.76 -0.02 -0.11
H 0.86954 1.34285 2.99051 0.49 -0.05 -0.46 0.23
Cl -1.50773 -0.48275 3.01267 -0.48 -0.23 0.09 -0.55
H -0.61561 1.08819 -2.16093 0.74 0.97 -0.42 0.22
C -2.05832 -1.91193 -2.23095 -1.75 -2.61 -2.32 -0.19
H 2.03205 1.40266 -0.86259 0.95 0.06 -1.19 0.22
C -1.62215 -0.70148 -2.59083 -0.44 3.47 -2.90 -0.21
H -2.06638 -0.17651 -3.46827 0.46 -0.91 0.34 0.21
C -0.74061 0.08308 -1.87613 -1.78 -0.94 -0.19 -0.17
C 2.17699 1.86670 1.27991 -0.33 0.73 -1.64 -0.42
H -2.65311 -2.54574 -2.95828 0.51 1.06 0.99 0.22
C 1.51105 0.90151 2.19164 -0.37 -0.73 2.76 -0.25
C -0.91454 -1.64302 -0.25516 0.64 0.31 1.28 -0.15
H -2.05561 -3.46393 -0.76333 0.40 1.19 0.10 0.23
H 3.21265 1.55618 1.15454 0.08 0.41 -0.14 0.22
H -0.45384 -0.43095 1.96958 0.60 0.43 0.83 0.34
H 0.83987 2.51796 -0.31582 -0.74 0.42 -0.39 0.23
H 2.20959 0.20898 2.75490 -0.64 0.76 -0.70 0.22
H 2.10619 2.94743 1.56655 0.20 -1.10 -0.08 0.23
```
Forces are in eV/Å.

ORCA calculation (the ωB97M-V functional and the def2-TZVPD basis) on C9H21FHfNNbO2P as an isolated structure in a non-equilibrium geometry.

Charge: +3
HOMO energy in eV: -18.77
2S+1: 1
LUMO level in eV: -12.750
Molecular weight in g mol⁻¹: 496.64

Structure (XYZ):
```
37
Properties=species:S:1:pos:R:3:forces:R:3:nbo_charge:R:1
Hf -1.41043 4.64243 -0.11802 -1.88 -0.07 2.47 1.59
H 4.18638 -1.23081 -1.21481 0.28 -0.01 -0.25 0.24
H -3.50000 1.38696 -0.57985 -0.27 0.05 0.29 0.30
H 3.54367 0.03605 0.76737 -0.12 0.34 0.10 0.20
H -1.01359 -0.05020 3.70021 -0.04 0.42 -0.22 0.34
C 3.62256 -1.04304 0.80835 0.00 -0.10 -0.31 -0.61
H 1.02517 -1.50374 0.65141 -0.05 0.34 0.29 0.21
H 2.09629 -0.29238 -1.62327 0.00 0.47 0.26 0.19
P -2.19143 -0.40718 1.80734 0.69 2.34 -1.45 1.61
C -3.19245 -0.59163 -1.15471 -0.12 1.42 0.43 0.49
H -0.20319 -0.82834 -1.89439 -0.96 -0.68 -0.29 0.43
Nb -0.77936 0.84478 -0.04799 1.96 -1.96 -2.33 1.62
C 0.86887 -1.61696 -0.41187 -0.09 -0.75 -0.13 -0.25
H 2.04153 -1.93888 -2.13251 -0.05 -0.06 -0.39 0.24
H -1.37377 2.56317 0.63325 -0.12 2.05 -0.57 -0.44
C 3.42261 -1.64175 -0.56756 0.15 0.35 -0.09 -0.40
H 4.61897 -1.27394 1.14947 0.28 -0.09 0.24 0.25
H 0.63260 -2.66380 -0.58011 -0.14 -0.35 0.17 0.26
F 0.74070 0.98691 0.99025 -0.07 0.15 1.12 -0.49
C 2.10200 -1.31145 -1.25029 -0.04 -0.31 -0.23 -0.42
H 1.46067 3.76917 -1.60008 -0.13 0.71 -0.83 0.28
H -3.69331 -0.94538 -2.05453 0.10 -0.61 -0.22 0.24
H -4.22949 0.18398 2.44775 -0.08 0.31 0.44 0.57
C 0.50492 3.27861 -1.50027 1.43 -1.12 -0.21 -0.24
O -3.07993 -1.33607 -0.19042 -0.61 -1.14 1.63 -0.51
C -2.74941 0.80880 -1.11487 -0.11 -0.03 0.27 -1.02
C 0.21177 2.00811 -1.71017 -2.31 -0.09 -0.05 -0.47
O -3.32197 0.52670 2.32982 -1.34 -0.68 -0.55 -0.96
N -0.31733 -0.86960 -0.87819 1.53 2.58 0.02 -0.71
H -2.09000 -1.42391 3.97076 -0.09 -0.13 0.28 0.32
H -0.30479 3.91360 -1.17308 1.36 -0.27 -0.68 -0.07
H 3.59075 -2.70913 -0.57517 -0.08 -0.37 0.16 0.23
H -0.59280 -1.65286 3.04608 0.27 -0.16 -0.02 0.31
H -2.67911 1.25961 -2.09428 -0.12 -0.07 -0.42 0.29
C -1.40815 -0.97163 3.25585 -0.32 -2.00 0.40 -1.07
H 0.53838 1.53082 -2.62333 1.24 -0.44 0.31 0.28
H 2.92269 -1.43703 1.53188 -0.15 -0.06 0.36 0.18
```
Forces are in eV/Å.

Among the records above, which one has the lowest HOMO energy? C4H9N3

Repeat the fourth record exactly.
ORCA calculation (the ωB97M-V functional and the def2-TZVPD basis) on a 2-piece molecular cluster, C12H16BNO4PS overall in a non-equilibrium geometry.

Charge: +1
HOMO energy in eV: -11.56
2S+1: 1
LUMO level in eV: -4.648
Molecular weight in g mol⁻¹: 312.12

Structure (XYZ):
```
36
Properties=species:S:1:pos:R:3:forces:R:3:nbo_charge:R:1
C 2.38726 -4.43504 0.23728 -0.28 1.13 -0.72 -1.01
H 2.20822 -1.90029 -1.30781 -0.60 -0.05 0.08 0.44
N 1.21378 -1.74686 -1.11332 -1.55 0.05 0.36 -0.48
O -1.13422 1.10234 -0.78910 0.07 -1.07 -0.32 -0.68
O -2.33057 -4.95531 -1.30931 1.05 0.62 1.03 -1.07
C -0.99130 -2.66863 -0.50986 1.42 2.02 0.34 -0.45
C -0.62775 -0.18379 -0.82606 0.75 -0.76 -0.53 0.16
H -2.38337 5.72698 1.84008 0.05 -0.01 -0.02 0.22
H -0.98174 1.58340 -1.62452 -0.05 -0.25 0.32 0.52
B 1.17108 -4.29448 -0.82062 0.76 -1.27 0.09 0.97
C 0.40860 -2.84886 -0.81867 -1.59 0.83 0.02 0.02
C -1.27173 4.19906 0.82029 0.03 -0.03 -0.01 -0.21
H -1.54680 -4.92772 0.96362 0.15 0.87 0.08 -0.02
H 2.10935 4.04671 0.62804 -0.03 0.04 0.01 0.21
C 1.12456 4.41736 0.88950 -0.06 0.01 -0.02 -0.20
H 2.46438 -5.45789 0.67647 0.13 0.89 -0.46 0.28
H 2.26611 -3.63755 1.02496 0.22 -0.98 -0.49 0.23
H 1.88022 6.12706 1.94541 -0.05 -0.03 -0.01 0.22
C -0.00998 3.72608 0.48082 0.07 0.24 0.09 -0.24
H 3.32723 -4.14243 -0.32704 -0.68 -0.63 0.69 0.26
O -2.84408 -1.10916 -0.20827 1.86 0.81 -0.71 -0.60
H -2.15713 3.66060 0.50005 0.02 0.03 0.03 0.20
O 0.84851 -5.32908 -1.67846 -0.57 1.18 1.72 -0.86
C 0.76668 -0.43064 -1.12872 -0.59 -1.01 0.79 0.09
H 3.21721 0.39041 -1.27710 -1.14 -0.48 0.06 0.19
H 0.09014 2.82199 -0.10040 0.08 0.09 0.12 0.19
H -0.36528 6.96329 2.55690 0.01 -0.05 -0.03 0.22
H -3.03719 -0.15542 -0.35478 -0.13 -0.44 0.23 0.52
H -0.12102 -5.45738 -1.77779 0.25 0.26 -0.66 0.54
C -1.39977 5.36108 1.57080 0.01 0.00 -0.01 -0.21
C -1.54178 -1.29028 -0.51596 1.66 -1.02 -0.13 0.43
C 0.99616 5.58414 1.63226 0.01 -0.01 0.02 -0.21
S 1.94532 0.88630 -1.48377 -0.74 -0.01 0.07 0.10
P -2.07512 -4.11697 -0.07988 -1.56 -0.98 -2.53 1.45
C -0.26556 6.05498 1.97476 -0.01 -0.05 -0.03 -0.20
H -3.34042 -3.56403 0.31022 1.03 0.08 0.52 -0.01
```
Forces are in eV/Å.

Which of these has the highest molecular weight? C9H21FHfNNbO2P